Here is C27H50F6NbO8 as an isolated structure at a distorted geometry from the Open Molecules 2025 dataset. Energies are from wB97M-V/def2-TZVPD.

XYZ file:
```
92
Properties=species:S:1:pos:R:3:forces:R:3
C -3.73709 -2.05677 3.21417 0.24 -1.07 -4.15
C -3.50454 -2.15328 1.71664 -0.98 -0.58 4.85
Nb -2.03935 -0.69748 0.65629 -1.40 1.28 1.92
C -1.00958 -2.36723 -0.49081 1.94 -0.94 -0.23
C 0.31245 -1.80164 -1.33597 -0.75 -0.09 0.09
C 1.64673 -1.60815 -0.36133 0.38 -0.15 -1.19
C 2.95312 -2.15159 -1.25339 -0.20 0.98 1.06
C 4.33947 -1.40997 -0.75176 -0.06 0.20 -2.42
O 4.94917 -2.09122 0.40149 -1.99 2.18 2.58
C 4.49817 -1.48877 1.68415 0.46 4.80 1.58
C 3.71531 -2.53246 2.71976 0.77 0.02 -1.12
O 4.70898 -0.20568 2.02430 -1.19 -8.12 -2.66
C -3.50131 -0.18772 -0.98468 -1.41 0.30 -2.12
C -3.71476 -1.27112 -2.18981 -2.03 1.09 -1.04
C -4.38407 -2.70050 -1.75415 -0.39 -0.24 -0.45
O -2.53963 -1.40362 -3.11309 -0.35 1.85 2.06
O -2.61054 0.93772 1.87023 -1.35 -1.62 -1.56
C -4.03988 1.21789 1.82784 -0.40 1.15 0.52
C -4.48407 1.71346 3.34265 -0.06 -1.10 0.57
C -6.11558 1.48976 3.63835 0.31 1.08 0.65
C -3.93213 3.18759 3.77403 0.87 -0.45 0.14
C -4.18646 4.40097 2.71271 0.09 0.84 -0.04
C -5.63678 4.39183 1.95154 -0.18 1.01 0.19
C -2.94171 4.61018 1.61496 -1.20 0.83 1.10
H -3.14192 -1.29210 3.87064 -1.31 -1.58 -1.43
H -4.49880 -2.82161 3.72388 1.77 1.88 -0.94
H -4.08702 -3.01021 1.17529 0.80 1.46 1.30
H -0.82020 0.45151 -0.12175 0.26 -0.23 0.06
H -0.86262 -1.10875 2.02111 0.31 -0.04 -0.16
H -0.55565 -3.14290 0.29372 -1.05 1.43 -1.56
H -1.66813 -2.97713 -1.23115 1.04 1.18 1.28
H -0.00704 -0.76758 -1.83700 1.04 -2.22 1.10
H 0.52737 -2.56120 -2.22129 -0.11 1.48 1.85
H 1.57304 -2.23707 0.63963 -0.08 1.42 -2.10
H 1.82530 -0.45720 -0.10201 -0.55 -2.56 -0.46
H 2.73911 -1.89175 -2.39356 0.69 -0.62 2.44
H 3.07522 -3.30641 -1.09356 -0.18 2.18 -0.56
H 4.20837 -0.26367 -0.55198 0.08 -2.24 -0.15
H 5.10544 -1.49633 -1.66088 -1.33 0.07 2.14
H 3.19365 -3.34468 2.02465 1.15 1.74 1.76
H 2.94854 -1.98402 3.42087 1.65 -0.88 -1.73
H 4.55290 -3.01652 3.38646 -1.66 0.80 -1.37
H -4.60774 0.09363 -0.63180 2.31 -0.63 -0.63
H -3.10557 0.81099 -1.50702 -0.78 -1.86 0.93
H -4.53967 -0.76613 -2.89637 1.44 -1.21 1.40
H -4.56264 -3.36724 -2.72852 0.57 1.44 2.09
H -3.79523 -3.31808 -0.95891 -0.91 1.26 -1.62
H -5.46669 -2.51584 -1.30040 2.33 -0.11 -0.93
H -2.05197 -0.52167 -2.96253 -0.97 -2.11 -0.34
H -4.73781 0.32820 1.53421 1.47 1.33 0.67
H -4.20686 2.05183 0.99610 0.15 -1.54 1.82
H -3.95574 0.93735 4.08180 -0.95 1.69 -1.77
H -6.66328 0.95725 2.75246 1.03 1.00 1.73
H -6.26896 0.88551 4.65513 0.35 1.15 -2.37
H -6.59152 2.56618 3.83563 0.80 -2.44 -0.59
H -4.32609 3.43103 4.87431 0.56 -0.36 -2.47
H -2.74905 3.09093 3.90125 -2.51 0.17 -0.35
H -4.16661 5.40923 3.35366 -0.11 -2.10 -1.35
H -6.50773 4.51870 2.74911 1.77 -0.45 -1.73
H -5.68776 5.36568 1.26681 0.14 -2.08 1.38
H -5.83998 3.46800 1.26449 0.46 1.67 1.48
H -2.74219 3.66220 0.96049 -0.21 1.91 1.33
H -2.01920 4.96322 2.24804 -1.73 -1.08 -1.37
H -3.26932 5.55695 0.96697 0.80 -2.18 1.12
C 7.30722 -3.64386 -3.47781 -0.19 -0.18 0.30
C 6.83288 -3.82338 -4.90772 0.37 0.70 0.20
O 6.23823 -5.11800 -5.08544 -1.71 -0.74 0.16
C 4.93838 -5.24597 -4.66973 0.49 3.25 0.74
O 4.28753 -4.33336 -4.16654 1.22 -2.62 -1.23
C 4.41503 -6.65143 -4.96148 -1.10 -2.39 -0.19
F 5.29762 -7.62791 -4.60247 -0.44 1.10 -0.18
F 4.16106 -6.83869 -6.28853 0.36 0.59 0.95
F 3.25289 -6.93440 -4.30824 1.28 0.79 -0.52
H 7.98223 -4.45702 -3.19123 0.01 0.16 -0.14
H 7.82950 -2.69053 -3.35949 -0.06 -0.11 -0.06
H 6.46717 -3.66708 -2.77641 0.08 0.12 -0.15
H 7.69106 -3.77248 -5.58626 -0.27 -0.35 0.00
H 6.13833 -3.03025 -5.20732 -0.07 -0.30 0.14
C 3.68379 3.47534 0.86197 -0.20 0.02 0.32
C 3.37064 4.36682 -0.32507 0.76 -0.40 0.08
O 2.01770 4.84256 -0.25836 -0.92 1.72 0.86
C 1.79607 5.91426 0.56694 3.19 -0.67 0.18
O 2.67428 6.46095 1.22991 -2.41 -0.87 -1.35
C 0.33238 6.34810 0.50576 -2.66 0.33 0.13
F -0.53309 5.29615 0.58153 1.57 0.91 -0.27
F 0.03855 6.99826 -0.65681 0.70 -0.48 0.73
F -0.01540 7.19630 1.51422 0.85 -0.78 -0.81
H 2.95671 2.65969 0.93319 0.17 0.05 -0.13
H 4.68712 3.04984 0.77314 -0.13 0.03 -0.03
H 3.62711 4.03356 1.80185 0.10 -0.01 -0.18
H 3.45797 3.78715 -1.25018 -0.39 0.20 0.11
H 4.07517 5.20289 -0.40152 -0.30 0.01 0.14
```
Positions in Å, forces in eV/Å.

Results
Kohn-Sham gap: 0.2476 Eh
E_LUMO: 1.9575 eV
Net charge: -1
Spin multiplicity: 1
Energy: -63031.73631 eV


Here is one molecule with the formula C3H2ClFO at a distorted geometry from the Open Molecules 2025 dataset. Energies are from wB97M-V/def2-TZVPD.

XYZ file:
```
8
Properties=species:S:1:pos:R:3:forces:R:3
C 0.10170 -0.73962 -0.87280 -1.55 -0.34 -1.25
C 0.34332 0.29561 -0.09743 2.53 2.25 -5.23
C -0.16183 0.50825 1.13389 -1.36 -1.16 8.18
H 0.80395 1.15304 -0.70460 -0.84 -1.13 1.33
H 0.05965 1.49374 1.66121 -0.45 -0.56 -1.09
O -0.68733 -0.35558 1.90281 0.99 2.10 -2.55
F -0.41295 -1.83676 -0.39740 0.09 -0.38 -0.60
Cl -0.04652 -0.51868 -2.62568 0.59 -0.79 1.20
```
Positions in Å, forces in eV/Å.

Results
Kohn-Sham gap: 0.3408 Eh
E_LUMO: -0.7725 eV
SMILES string: O=C/C=C(\F)Cl
Net charge: 0
Spin multiplicity: 1
Energy: -20428.64215 eV
ΔE to the lowest compared entry with this formula, charge and spin: 1.040 eV


Here is a 2-piece molecular cluster, C6H11N2OS overall at a distorted geometry from the Open Molecules 2025 dataset. Energies are from wB97M-V/def2-TZVPD.

XYZ file:
```
21
Properties=species:S:1:pos:R:3:forces:R:3
C 3.43382 -1.11291 0.24539 0.77 0.22 -0.24
C 3.85548 -0.00219 -0.38852 0.00 0.03 -0.02
C 1.42499 -0.00637 0.08738 -1.16 1.08 -0.44
C -2.97420 0.26769 -0.94799 0.27 0.03 0.20
C -0.88823 1.07743 0.09339 0.45 -0.78 0.59
C -1.56011 -0.13065 -0.48337 -0.32 -0.09 -0.50
N 2.08336 -1.07946 0.49381 -0.22 0.04 0.01
N -1.07423 1.32330 1.35499 -0.18 -0.09 -0.31
O -1.60278 -1.10133 0.53880 0.13 0.08 0.21
S 2.52537 1.06204 -0.66036 -0.08 -0.84 0.44
H 4.02740 -1.95436 0.54909 0.08 -0.14 0.05
H 4.84166 0.25805 -0.71259 0.30 -0.13 0.01
H -3.49774 -0.61970 -1.29696 0.01 -0.04 -0.08
H -2.92557 0.98226 -1.76464 -0.04 0.07 -0.11
H -3.53842 0.70127 -0.12418 -0.04 0.00 0.02
H -0.47872 1.83170 -0.56408 -0.03 0.07 0.09
H -0.99015 -0.49440 -1.34713 0.04 0.20 0.21
H -1.46707 0.56806 1.91325 0.08 0.19 -0.01
H -0.70472 2.13766 1.82160 -0.02 0.01 -0.08
H 1.60169 -1.83752 0.96064 0.05 0.08 -0.06
H -2.09182 -1.87054 0.23148 -0.10 0.00 0.01
```
Positions in Å, forces in eV/Å.

Results
Kohn-Sham gap: 0.3434 Eh
E_LUMO: -3.4361 eV
Net charge: +1
Spin multiplicity: 1
Energy: -22255.58017 eV
ΔE to the lowest compared entry with this formula, charge and spin: 1.016 eV


Here is a 2-piece molecular cluster, CH5N3S overall at a distorted geometry from the Open Molecules 2025 dataset. Energies are from wB97M-V/def2-TZVPD.

XYZ file:
```
10
Properties=species:S:1:pos:R:3:forces:R:3
C 0.16511 0.99073 -0.27206 1.55 1.34 -2.08
H 0.53583 -0.88728 0.73939 0.34 -1.30 0.21
H 2.13515 -1.12008 0.28981 2.78 -1.25 1.06
H -0.03357 2.03875 -0.72147 0.98 -1.79 0.81
H -1.24258 1.20616 1.00904 0.28 -0.96 0.25
H -0.98833 -1.82812 -0.85608 -2.34 2.41 1.04
N 1.25375 -0.90991 -0.00127 -3.17 -0.45 0.69
N 1.27334 0.34243 -0.40720 -1.00 3.65 -2.18
N -0.86548 0.41856 0.44761 -0.99 2.18 2.58
S -2.23322 -0.25124 -0.22778 1.57 -3.83 -2.37
```
Positions in Å, forces in eV/Å.

Results
Kohn-Sham gap: 0.2768 Eh
E_LUMO: -1.1815 eV
Net charge: 0
Spin multiplicity: 1
Energy: -16418.50986 eV
ΔE to the lowest compared entry with this formula, charge and spin: 4.811 eV


Here is C3H9O3PS as an isolated structure at a distorted geometry from the Open Molecules 2025 dataset. Energies are from wB97M-V/def2-TZVPD.

XYZ file:
```
17
Properties=species:S:1:pos:R:3:forces:R:3
C 1.77029 2.15882 -0.88042 5.92 -1.25 0.60
C 0.81899 -1.75675 -0.56268 -0.18 -4.81 -1.03
C -2.99109 -0.65570 1.06563 -1.85 -1.19 1.17
O 1.10979 1.16863 1.65315 -0.03 0.79 0.93
O 1.34549 0.80187 -0.91931 -0.46 0.04 1.41
O 0.78445 -1.13949 0.65194 -1.04 2.40 1.67
P 0.60340 0.46753 0.48931 -0.82 -1.89 -0.61
S -2.50736 0.10740 -0.45879 1.06 0.41 0.52
H 1.61338 2.67111 0.01581 -0.87 0.69 1.21
H 1.48278 2.59991 -1.72218 -1.81 2.07 -3.22
H 3.00227 2.25350 -0.98661 -2.88 -0.81 0.36
H -0.03082 -1.59757 -1.23105 0.05 0.33 0.17
H 0.89984 -2.91150 -0.39476 -0.39 1.99 -0.10
H 1.74415 -1.49029 -0.95329 1.40 0.29 -1.71
H -3.21179 -0.05347 1.97990 0.95 0.12 -0.83
H -2.39239 -1.55026 1.31117 -0.06 0.57 -0.03
H -4.04135 -1.07375 0.94217 1.02 0.26 -0.51
```
Positions in Å, forces in eV/Å.

Results
Kohn-Sham gap (spin up / spin down): 0.2861 / 0.2597 Eh
E_LUMO (spin up / spin down): -1.4527 / -1.8078 eV
Net charge: 0
Spin multiplicity: 1
Energy: -29521.24856 eV
ΔE to the lowest compared entry with this formula, charge and spin: 4.288 eV


- What is the formula in the fourth record?
  CH5N3S